Record 1
Molecular formula: H12O6
Method: DFT, ωB97M-V/def2-TZVPD

Summary:
structure (SMILES) = O.O.O.O.O.O
energy relative to the best compared isomer or geometry (same formula, charge and spin) = 1.453 eV

Structure (XYZ):
```
18
Properties=species:S:1:pos:R:3:nbo_charge:R:1
O 2.0317 -0.9026 1.9314 -0.95
H 2.6587 -0.6551 1.2518 0.47
H 1.5100 -0.1131 2.0757 0.49
O -0.2273 -0.1965 0.4109 -0.96
H -0.7211 -0.3304 -0.3981 0.48
H 0.4680 -0.8536 0.3793 0.48
O -1.3099 -0.0087 -2.8976 -0.95
H -1.2367 -0.4352 -3.7514 0.48
H -2.2148 -0.1654 -2.6279 0.47
O -2.0448 2.6961 0.0128 -0.93
H -1.3885 2.8990 -0.6538 0.46
H -2.5838 2.0106 -0.3819 0.46
O 0.7091 -3.8244 1.2461 -0.94
H 1.4178 -3.1839 1.3063 0.48
H 0.6220 -3.9985 0.3089 0.46
O 1.0566 2.3884 0.8589 -0.96
H 0.5474 3.0893 0.4518 0.46
H 0.7056 1.5839 0.4770 0.49
```

Record 2
Molecular formula: H12O6
Method: DFT, ωB97M-V/def2-TZVPD

Summary:
structure (SMILES) = O.O.O.O.O.O
energy relative to the best compared isomer or geometry (same formula, charge and spin) = 1.500 eV

Structure (XYZ):
```
18
Properties=species:S:1:pos:R:3:nbo_charge:R:1
O 5.0995 19.3717 7.6928 -0.94
H 5.8783 19.3512 7.1596 0.50
H 5.2147 18.6474 8.3252 0.48
O 7.0542 21.5990 7.8295 -0.97
H 6.3749 22.2886 7.8162 0.50
H 6.9110 20.9400 8.4870 0.47
O 4.3082 21.7454 8.5748 -0.99
H 3.5328 21.5550 9.0439 0.48
H 4.6238 20.8185 8.4010 0.49
O 1.7803 20.7491 9.7169 -0.96
H 0.9425 21.2021 9.6996 0.49
H 1.6709 20.1315 8.9775 0.48
O 2.6683 21.3646 6.3682 -0.96
H 2.2409 20.5829 6.6262 0.45
H 3.2990 21.6098 7.0542 0.49
O 2.9653 20.3818 12.1829 -0.94
H 3.9180 20.3047 12.0484 0.46
H 2.6992 20.6986 11.3602 0.47
```

Record 3
Molecular formula: H12O6
Method: DFT, ωB97M-V/def2-TZVPD

Summary:
total charge = +1
<S²> = 0.76
2S+1 = 2
energy relative to the best compared isomer or geometry (same formula, charge and spin) = 1.480 eV

Structure (XYZ):
```
18
Properties=species:S:1:pos:R:3:lowdin_spin:R:1
O 0.9617 -1.2247 -3.1683 0.30
H 1.8761 -0.9977 -3.4119 0.00
H 0.7558 -0.5822 -2.4732 0.00
O 0.6304 1.5567 3.8709 0.00
H 0.5849 1.4677 2.9088 0.00
H 0.2322 2.4311 3.9824 0.00
O 1.2911 0.7353 -1.4933 0.02
H 0.4251 0.6994 -1.0821 0.00
H 1.6170 1.6122 -1.6071 0.00
O -1.7871 2.2711 2.7253 0.00
H -1.9587 2.7854 1.9351 0.00
H -2.5262 1.7306 3.0083 0.00
O -0.6781 -0.5877 0.0787 0.09
H -1.3025 -1.2247 -0.2987 0.00
H -0.5376 -1.0633 0.9137 0.00
O -0.3977 -2.8284 -1.8521 0.59
H -0.1016 -2.3776 -2.6588 0.00
H 0.2522 -3.5059 -1.6346 0.01
```

Record 4
Molecular formula: H12O6Zn
Method: DFT, ωB97M-V/def2-TZVPD

Summary:
total charge = +2
energy relative to the best compared isomer or geometry (same formula, charge and spin) = 0.479 eV

Structure (XYZ):
```
19
Properties=species:S:1:pos:R:3:nbo_charge:R:1
Zn 0.0768 0.0876 0.1337 1.76
O -0.7751 1.3887 -1.2624 -1.01
H -1.4115 1.0461 -1.8900 0.52
H -0.7383 2.3274 -1.4461 0.53
O 1.9590 0.8814 -0.0444 -1.01
H 2.5834 0.7756 -0.7621 0.53
H 2.4367 1.3813 0.6176 0.53
O -1.8041 -0.9488 -0.0505 -1.01
H -1.7399 -1.7491 -0.5718 0.51
H -2.6424 -1.0258 0.4051 0.53
O -0.5738 1.1886 1.6388 -1.01
H -0.7685 2.1221 1.7211 0.54
H -1.0562 0.7786 2.3568 0.53
O 0.6305 -1.3888 1.4113 -1.01
H 1.2664 -1.9824 1.0120 0.52
H 0.7504 -1.5073 2.3536 0.54
O 0.5281 -0.9478 -1.5341 -1.01
H 0.0004 -0.9278 -2.3325 0.53
H 1.2781 -1.4996 -1.7559 0.53
```

Record 5
Molecular formula: H13LiO7
Method: DFT, ωB97M-V/def2-TZVPD

Summary:
energy relative to the best compared isomer or geometry (same formula, charge and spin) = 3.223 eV

Structure (XYZ):
```
21
Properties=species:S:1:pos:R:3:nbo_charge:R:1
Li -0.1562 2.2880 -1.8421 0.98
O -0.0632 0.5390 -0.6051 -1.28
H -0.1482 0.9220 0.3049 0.49
O 2.0308 -0.0540 -1.2761 -1.00
H 2.0438 -0.2970 -2.2681 0.45
H 1.1678 0.2250 -1.0241 0.45
O 0.6678 -1.8520 -0.0111 -0.97
H 0.4288 -0.9760 -0.3991 0.49
H 1.2008 -2.2580 -0.7391 0.48
O -0.2552 1.4680 2.8349 -0.89
H 0.2268 2.1030 2.4089 0.44
H 0.3228 0.8580 2.8289 0.46
O -2.5812 0.1620 0.1309 -0.94
H -3.0072 1.0150 -0.1371 0.44
H -1.7332 0.3060 -0.2271 0.47
O 1.5878 -0.8580 2.3109 -1.02
H 1.3598 -1.0940 1.3439 0.52
H 2.0228 0.0470 2.5439 0.45
O -1.6452 -0.8310 -2.4301 -0.99
H -2.3712 -1.2940 -1.9901 0.49
H -1.0982 -0.4200 -1.7571 0.48
```

Record 6
Molecular formula: H13Na3O7
Method: DFT, ωB97M-V/def2-TZVPD

Summary:
total charge = +2
energy relative to the best compared isomer or geometry (same formula, charge and spin) = 4.108 eV

Structure (XYZ):
```
23
Properties=species:S:1:pos:R:3:nbo_charge:R:1
Na -0.3602 -2.9280 3.4757 0.97
Na -0.5991 1.8190 3.4221 0.95
Na 3.6676 0.4674 3.7344 0.99
O 0.8725 -0.5095 0.9298 -1.32
H 0.0764 -1.0085 0.6619 0.41
O 2.5462 1.3228 -3.7836 -0.93
H 3.4101 1.7339 -3.8126 0.47
H 2.1524 1.6486 -2.9743 0.46
O -1.2496 -1.6131 -2.6507 -0.92
H -0.7997 -1.0466 -2.0238 0.46
H -2.1663 -1.5947 -2.3758 0.46
O -3.5416 1.9601 -1.3929 -0.91
H -3.9807 1.1344 -1.5972 0.47
H -3.1995 1.8373 -0.5074 0.45
O 3.7660 -3.1977 0.3530 -0.93
H 3.0529 -2.5607 0.3951 0.47
H 3.5384 -3.8564 1.0091 0.45
O 1.4790 3.2274 -0.3746 -0.92
H 2.0049 3.6721 0.2901 0.46
H 1.3168 2.3574 -0.0099 0.47
O -3.6328 -0.8738 2.5304 -0.98
H -3.9422 -0.9816 1.6310 0.49
H -4.4116 -1.0097 3.0700 0.49
```

Record 7
Molecular formula: H13O6
Method: DFT, ωB97M-V/def2-TZVPD

Summary:
total charge = +1
energy relative to the best compared isomer or geometry (same formula, charge and spin) = 1.257 eV

Structure (XYZ):
```
19
Properties=species:S:1:pos:R:3:nbo_charge:R:1
O -2.3636 3.1940 0.0444 -0.96
H -1.5562 3.6798 -0.1467 0.50
H -2.9640 3.7205 0.5809 0.51
O 4.9414 -1.2289 -3.2010 -0.94
H 4.6146 -2.0040 -2.7388 0.47
H 5.5176 -0.7379 -2.6070 0.47
O -1.6007 -0.9563 2.8372 -0.95
H -0.8915 -0.7885 3.4671 0.51
H -2.4579 -0.9939 3.2862 0.52
O 0.2591 0.6931 -0.7230 -0.94
H 0.8477 -0.0166 -0.3996 0.52
H 0.8763 1.3678 -1.0305 0.53
O 0.1783 -2.4065 -0.6381 -0.97
H 0.3021 -3.1958 -0.0949 0.48
H 0.2742 -2.8003 -1.5168 0.49
O -1.6076 0.6229 0.7646 -0.90
H -0.9177 0.3630 -0.0293 0.55
H -1.9899 1.5305 0.6347 0.58
H -1.4623 -0.0429 1.5106 0.56
```

Record 8
Molecular formula: H13O6
Method: DFT, ωB97M-V/def2-TZVPD

Summary:
total charge = +1
energy relative to the best compared isomer or geometry (same formula, charge and spin) = 1.234 eV

Structure (XYZ):
```
19
Properties=species:S:1:pos:R:3:nbo_charge:R:1
O 3.0191 -21.3322 16.7065 -0.77
H 3.5004 -20.6487 17.2634 0.56
H 2.2016 -20.9136 16.4945 0.56
H 3.5991 -21.3662 15.9200 0.56
O 0.4411 -21.2317 15.9208 -0.98
H -0.4507 -20.8830 16.0499 0.51
H 0.5692 -21.7199 15.1377 0.50
O 1.6289 -19.4851 18.3656 -0.95
H 1.5282 -18.9290 19.0971 0.48
H 0.7817 -19.2956 17.9071 0.47
O 2.5668 -19.0047 15.1086 -0.95
H 1.6646 -19.0730 14.8399 0.47
H 2.7758 -18.4770 14.3725 0.48
O 3.3386 -21.6169 13.9222 -0.97
H 2.7488 -21.4848 13.1780 0.49
H 4.0585 -20.9572 13.7977 0.49
O 4.6231 -19.5677 17.6750 -0.96
H 4.3028 -18.6979 17.5161 0.50
H 5.3447 -19.4352 18.3167 0.51
```

Record 9
Molecular formula: H13O6S
Method: DFT, ωB97M-V/def2-TZVPD

Summary:
total charge = -1
energy relative to the best compared isomer or geometry (same formula, charge and spin) = 1.878 eV

Structure (XYZ):
```
20
Properties=species:S:1:pos:R:3:nbo_charge:R:1
S 1.5815 1.5219 -0.4156 -0.99
H 1.4741 2.5060 0.5143 0.12
H -0.1820 -1.6092 -0.2729 0.50
H 1.1605 -1.8485 0.0180 0.47
O 0.3856 -2.3507 -0.1961 -0.98
H -0.9536 3.6100 0.2710 0.48
H -0.8297 2.5730 1.5027 0.49
O -0.8630 3.5489 1.3011 -0.97
H -0.2467 2.8103 -3.7470 0.47
H -0.3218 1.7099 -2.5171 0.51
O -0.7268 2.0692 -3.4286 -1.00
H -0.1675 0.4545 -0.8401 0.49
H -1.2340 0.0196 -2.0245 0.46
O -1.0038 -0.1053 -1.1799 -1.05
H 0.8219 0.4248 2.7794 0.47
H 0.5186 -0.9414 3.2448 0.46
O 0.1891 -0.2341 2.7138 -0.93
H 0.3226 -4.6040 0.0334 0.49
H 0.1487 -4.4894 1.4718 0.46
O -0.0737 -5.0654 0.7714 -0.95
```

Record 10
Molecular formula: H13O6S
Method: DFT, ωB97M-V/def2-TZVPD

Summary:
<S²> = 0.76
2S+1 = 2
energy relative to the best compared isomer or geometry (same formula, charge and spin) = 1.872 eV

Structure (XYZ):
```
20
Properties=species:S:1:pos:R:3:lowdin_spin:R:1
S 2.8876 -1.5468 2.8161 1.06
H 2.8017 -0.8405 1.0360 -0.06
H 1.9387 -2.3858 0.9522 0.00
H 1.7828 -3.8639 0.9270 0.00
O 1.6907 -3.1054 0.3361 0.00
H -1.5981 3.5648 -0.7713 0.00
H -1.0110 3.0518 0.5882 0.00
O -1.4106 3.8156 0.1508 0.00
H -1.6072 -2.8354 0.6648 0.00
H -0.1406 -3.1986 0.1863 0.00
O -1.0492 -2.9974 -0.1023 0.00
H -1.4785 2.0195 -2.9183 0.00
H -1.3688 1.2397 -1.6492 0.00
O -1.7356 2.0793 -1.9907 0.00
H 0.9969 1.7810 1.6786 0.00
H 1.3018 3.1550 1.0302 0.00
O 0.6368 2.6569 1.5136 0.00
H -1.3173 -1.3308 -0.9761 0.00
H -0.2218 -0.6802 -1.9238 0.00
O -1.0983 -0.5788 -1.5481 0.00
```

Record 11
Molecular formula: H14IO7
Method: DFT, ωB97M-V/def2-TZVPD

Summary:
total charge = -1
energy relative to the best compared isomer or geometry (same formula, charge and spin) = 2.592 eV

Structure (XYZ):
```
22
Properties=species:S:1:pos:R:3:nbo_charge:R:1
I -0.1053 -0.1227 -0.2499 -0.90
O 3.2285 -0.2805 -1.0048 -0.93
H 2.4631 -0.5951 -0.5974 0.47
H 2.9509 -0.7003 -1.8710 0.44
O 0.6118 0.9114 -3.4432 -0.90
H 0.0564 0.5951 -2.8962 0.45
H 1.2182 0.2978 -3.3151 0.44
O 2.2332 2.6339 -0.9470 -0.96
H 2.5692 2.7227 -0.0621 0.45
H 1.4143 2.0230 -0.7648 0.49
O -2.3050 -2.0950 1.9446 -0.94
H -1.6426 -1.7238 1.4808 0.48
H -2.1044 -1.8842 2.8666 0.46
O 1.4645 -0.7502 3.1162 -0.97
H 1.5343 0.1113 3.5758 0.47
H 1.0995 -0.6124 2.2245 0.50
O -2.4949 -1.6665 -2.0775 -0.96
H -2.7224 -2.3719 -1.6769 0.44
H -1.6671 -1.3585 -1.6073 0.48
O -2.5297 1.9238 2.0384 -0.97
H -3.4517 1.4515 1.7381 0.47
H -1.8209 1.4906 1.5284 0.49
```

Record 12
Molecular formula: H14LiO7
Method: DFT, ωB97M-V/def2-TZVPD

Summary:
total charge = +1
energy relative to the best compared isomer or geometry (same formula, charge and spin) = 2.573 eV

Structure (XYZ):
```
22
Properties=species:S:1:pos:R:3:nbo_charge:R:1
Li -0.1914 -0.1958 -0.0907 0.89
O 1.9062 -0.3016 -1.0732 -0.96
H 1.6982 -1.1304 -1.6381 0.48
H 1.7867 0.5291 -1.6975 0.49
O -2.3408 -0.3104 0.8139 -0.94
H -3.0359 -0.5130 0.2244 0.48
H -2.7807 0.3347 1.2898 0.48
O 1.9430 2.0090 0.5377 -0.98
H 1.5007 1.2887 0.9565 0.47
H 1.6348 2.8944 0.9610 0.47
O 1.2143 -2.6864 0.5490 -0.92
H 1.1521 -3.5870 0.8061 0.48
H 0.6064 -2.8113 -0.2861 0.44
O -1.4083 -1.0253 -1.6037 -0.97
H -1.6517 -1.7675 -1.2004 0.48
H -1.5224 -0.9218 -2.5291 0.52
O -0.5899 1.9117 -0.5759 -0.99
H -1.3773 2.3744 -0.6391 0.49
H 0.1732 2.2743 -1.1308 0.52
O 0.5655 0.4345 1.6600 -0.95
H 0.4933 -0.0499 2.5322 0.52
H 0.2242 1.2496 2.1340 0.50
```